The following is a quantum chemistry calculation of C4H8O3 in the gas phase in a non-equilibrium geometry, from the OMol25 dataset.

The calculation puts the LUMO energy at 0.855 eV. The HOMO-LUMO gap comes out at 11.0 eV. As for the SMILES: COC(=O)CCO. The energy relative to the best compared isomer or geometry (same formula, charge and spin) is 41.3 kcal/mol. The highest occupied orbital energy comes out at -10.18 eV. The spin multiplicity is 1.

Atoms and positions in Å:
C: -2.714 0.070 -0.333
O: -1.693 -0.083 0.658
C: -0.496 0.137 0.114
O: -0.391 0.567 -1.016
C: 0.708 -0.339 0.854
C: 1.845 -0.131 -0.254
O: 3.052 0.009 0.455
H: -2.585 -0.706 -1.096
H: -3.650 -0.050 0.200
H: -2.628 1.045 -0.819
H: 1.049 0.240 1.716
H: 0.403 -1.293 1.367
H: 1.835 -0.955 -0.985
H: 1.721 0.758 -0.920
H: 3.544 0.732 0.057


The following is a quantum chemistry calculation of 2 unconnected molecules or ions with the total composition C4H8O3S2 in a non-equilibrium geometry, from the OMol25 dataset.

The calculation puts the LUMO energy (spin up / spin down) at 0.527 / -2.637 eV. The expectation value of S² is 2.01. The HOMO-LUMO gap (spin up / spin down) comes out at 4.1 / 5.2 eV. The energy relative to the best compared isomer or geometry (same formula, charge and spin) is 52.4 kcal/mol. The highest occupied orbital energy (spin up / spin down) comes out at -3.58 / -7.86 eV. The spin multiplicity is 3.

Atoms and positions in Å:
C: 1.527 -0.976 0.014
C: 1.387 -2.160 -0.608
C: -0.906 0.183 -0.798
C: -0.525 0.131 0.464
O: 0.690 -0.391 0.892
O: 2.462 -2.749 -1.197
O: -1.299 0.480 1.582
S: -2.567 0.545 -1.234
S: -1.023 4.227 0.687
H: 2.640 -0.654 -0.008
H: -0.465 3.099 0.030
H: 0.476 -2.771 -0.552
H: -0.240 -0.150 -1.657
H: 2.115 -3.422 -1.804
H: -0.748 0.130 2.343
H: -2.913 0.499 -0.045
H: -0.613 3.978 1.890


The following is a quantum chemistry calculation of 2 unconnected molecules or ions with the total composition C4H8O4 in a non-equilibrium geometry, from the OMol25 dataset.

The calculation puts the LUMO energy at 0.515 eV. The HOMO-LUMO gap comes out at 9.3 eV. As for the SMILES: C=COC.O=COO. The energy relative to the best compared isomer or geometry (same formula, charge and spin) is 140.5 kcal/mol. The highest occupied orbital energy comes out at -8.79 eV. The spin multiplicity is 1.

Atoms and positions in Å:
C: -0.257 -0.626 -1.901
C: -0.613 0.385 -1.108
O: 0.183 1.341 -0.559
C: 1.574 1.147 -0.639
H: 0.766 -0.907 -2.070
H: -1.012 -1.251 -2.340
H: -1.651 0.650 -0.955
H: 2.029 1.973 -0.096
H: 1.911 1.143 -1.679
H: 1.809 0.173 -0.101
O: 0.829 -1.165 0.902
C: -0.328 -1.044 1.205
O: -0.768 0.048 1.860
O: -1.798 -0.295 2.775
H: -1.075 -1.854 1.177
H: -1.601 0.281 3.530


The following is a quantum chemistry calculation of 2 unconnected molecules or ions with the total composition C4H8O6 in a non-equilibrium geometry, from the OMol25 dataset.

The calculation puts the LUMO energy at 0.481 eV. The HOMO-LUMO gap comes out at 9.0 eV. As for the SMILES: O=C(O)C(O)O.O/C=C\O. The energy relative to the best compared isomer or geometry (same formula, charge and spin) is 7.0 kcal/mol. The highest occupied orbital energy comes out at -8.48 eV. The spin multiplicity is 1.

Atoms and positions in Å:
O: 1.351 2.243 2.029
C: 1.310 1.431 1.150
O: 0.652 1.719 -0.020
C: 1.972 0.106 0.987
O: 3.121 0.016 1.740
O: 1.270 -1.044 1.128
H: 0.282 2.574 0.036
H: 2.141 0.032 -0.128
H: 3.069 0.401 2.586
H: 0.881 -1.170 1.965
O: -1.718 -1.929 -2.083
C: -2.359 -1.254 -1.076
C: -2.188 0.040 -1.071
O: -1.442 0.681 -2.022
H: -1.558 -2.766 -1.662
H: -3.050 -1.834 -0.510
H: -2.531 0.752 -0.352
H: -1.204 0.002 -2.697


The following is a quantum chemistry calculation of C4H8OP2 in the gas phase in a non-equilibrium geometry, from the OMol25 dataset.

The calculation puts the LUMO energy at -0.427 eV. The HOMO-LUMO gap comes out at 8.4 eV. The energy relative to the best compared isomer or geometry (same formula, charge and spin) is 8.5 kcal/mol. The highest occupied orbital energy comes out at -8.82 eV. The spin multiplicity is 1.

Atoms and positions in Å:
C: -1.884 -0.245 0.729
C: 0.058 0.430 -1.080
C: 1.623 -0.213 0.754
C: 1.040 -0.586 -0.573
O: -1.570 2.656 -0.244
P: -2.242 -0.464 -1.221
P: -1.351 1.182 -0.250
H: -2.795 -0.122 1.267
H: -1.218 -0.939 1.256
H: 0.410 1.081 -1.978
H: 2.061 0.757 0.530
H: 2.450 -0.957 1.025
H: 1.034 -0.250 1.705
H: 0.550 -1.577 -0.619
H: 1.833 -0.754 -1.304


The following is a quantum chemistry calculation of 2 unconnected molecules or ions with the total composition C4H8OS in a non-equilibrium geometry, from the OMol25 dataset.

The calculation puts the LUMO energy at 0.839 eV. The HOMO-LUMO gap comes out at 9.1 eV. As for the SMILES: C/C=C/S.C=O. The energy relative to the best compared isomer or geometry (same formula, charge and spin) is 64.8 kcal/mol. The highest occupied orbital energy comes out at -8.31 eV. The spin multiplicity is 1.

Atoms and positions in Å:
C: -0.303 -1.593 1.143
C: -0.764 -0.316 0.444
C: -0.342 0.922 0.681
S: -0.917 2.365 0.010
H: 0.134 -1.295 2.054
H: 0.414 -2.105 0.528
H: -1.359 -2.135 1.249
H: -1.686 -0.489 -0.059
H: 0.665 1.083 0.986
H: -1.972 1.837 -0.477
C: 1.554 0.431 -1.576
O: 1.592 -0.656 -1.126
H: 1.489 1.376 -1.020
H: 1.495 0.576 -2.838


The following is a quantum chemistry calculation of C4H8OS in the gas phase in a non-equilibrium geometry, from the OMol25 dataset.

The calculation puts the LUMO energy at 0.665 eV. The HOMO-LUMO gap comes out at 9.5 eV. As for the SMILES: C[C@]1(CO)CS1. The energy relative to the best compared isomer or geometry (same formula, charge and spin) is 93.2 kcal/mol. The highest occupied orbital energy comes out at -8.79 eV. The spin multiplicity is 1.

Atoms and positions in Å:
C: -0.679 1.651 -0.383
C: -0.131 0.428 0.187
C: -0.924 -0.697 0.700
O: -1.896 -0.842 -0.277
C: 1.127 0.382 0.938
S: 1.390 -0.524 -0.568
H: -1.190 1.697 -1.424
H: 0.196 2.586 -0.535
H: -1.732 1.958 0.316
H: -1.624 -0.327 1.621
H: -0.263 -1.695 0.920
H: -1.589 -0.890 -1.363
H: 1.628 1.311 1.302
H: 1.157 -0.104 1.816


The following is a quantum chemistry calculation of C4H8OS in the gas phase in a non-equilibrium geometry, from the OMol25 dataset.

The calculation puts the LUMO energy at 0.830 eV. The HOMO-LUMO gap comes out at 9.5 eV. As for the SMILES: OCC1(S)CC1. The energy relative to the best compared isomer or geometry (same formula, charge and spin) is 39.2 kcal/mol. The highest occupied orbital energy comes out at -8.65 eV. The spin multiplicity is 1.

Atoms and positions in Å:
O: 1.695 -1.391 0.410
C: 0.963 -0.718 -0.632
C: -0.376 -0.275 -0.054
S: -1.590 -1.607 0.016
C: -0.275 0.934 0.852
C: -0.826 1.138 -0.516
H: 2.546 -1.076 0.452
H: 1.540 0.198 -0.801
H: 0.911 -1.321 -1.557
H: -2.299 -1.157 1.040
H: -0.937 0.995 1.710
H: 0.733 1.273 1.087
H: -0.151 1.610 -1.300
H: -1.936 1.397 -0.707


Q: Which of these has the lowest energy relative to the best compared isomer or geometry (same formula, charge and spin)?
A: C4H8O6


Q: The lowest energy relative to the best compared isomer or geometry (same formula, charge and spin) belongs to which entry?
A: C4H8O6


Q: What is the spin multiplicity in the sixth record?
A: 1


Please write out number 7 again, unchanged.
The following is a quantum chemistry calculation of C4H8OS in the gas phase in a non-equilibrium geometry, from the OMol25 dataset.

The calculation puts the LUMO energy at 0.665 eV. The HOMO-LUMO gap comes out at 9.5 eV. As for the SMILES: C[C@]1(CO)CS1. The energy relative to the best compared isomer or geometry (same formula, charge and spin) is 93.2 kcal/mol. The highest occupied orbital energy comes out at -8.79 eV. The spin multiplicity is 1.

Atoms and positions in Å:
C: -0.679 1.651 -0.383
C: -0.131 0.428 0.187
C: -0.924 -0.697 0.700
O: -1.896 -0.842 -0.277
C: 1.127 0.382 0.938
S: 1.390 -0.524 -0.568
H: -1.190 1.697 -1.424
H: 0.196 2.586 -0.535
H: -1.732 1.958 0.316
H: -1.624 -0.327 1.621
H: -0.263 -1.695 0.920
H: -1.589 -0.890 -1.363
H: 1.628 1.311 1.302
H: 1.157 -0.104 1.816